The following is a quantum chemistry calculation of B3F12K as an isolated structure in a non-equilibrium geometry, from OMol25.

Element x y z (Å)
1 K -1.15649 -0.22432 -0.82701
2 F -2.23073 -0.08646 2.93258
3 F 2.43577 5.20834 -1.20954
4 F -2.14316 -5.61151 -1.11903
5 F -0.11359 -5.97924 -1.95243
6 F -1.47990 -4.59823 -3.01227
7 F -0.57795 -3.86633 -1.13657
8 F 1.98331 2.99052 -1.50095
9 F -0.30179 0.98661 2.91269
10 F -2.18322 1.98586 2.27843
11 F 3.44527 3.78416 0.11599
12 F -1.83269 1.57462 4.42737
13 F 3.93763 3.83553 -2.12641
14 B -1.11593 -5.03132 -1.77929
15 B 2.96962 3.91693 -1.16126
16 B -1.63610 1.11483 3.15766

The value obtained for the relative energy (zero: lowest compared OMol25 entry of this formula, charge and spin) is 184.9 kJ/mol. The calculation puts the HOMO-LUMO gap at 9.3 eV. The value obtained for the LUMO energy is 3.3 eV. The HOMO energy is -6.0 eV. Its net charge is -2.

Löwdin atomic charge list, values in e, 5 entries: 0.9444, 0.1251, 0.0702, 0.1463, 0.0909